{"formula": "C5H12", "method": "the ωB97M-V functional and the def2-TZVPD basis", "symbols": ["C", "C", "C", "H", "H", "H", "H", "H", "H", "C", "C", "H", "H", "H", "H", "H", "H"], "xyz": [[1.1887, -1.2946, -1.7893], [1.3858, -1.6399, -0.5289], [2.3458, -2.7298, -0.0617], [0.6032, -0.4094, -2.0176], [1.4526, -1.8644, -2.6633], [1.0088, -1.0181, 0.2725], [2.1617, -3.7206, -0.4545], [2.4248, -2.6284, 1.0087], [3.3121, -2.4593, -0.4989], [-1.7214, 2.6763, 0.4983], [-2.7891, 2.4989, 1.5684], [-1.5938, 3.7067, 0.1743], [-0.7867, 2.2113, 0.8279], [-1.9498, 2.0275, -0.3607], [-2.4800, 2.8994, 2.5334], [-3.0089, 1.4405, 1.7079], [-3.6899, 3.0555, 1.3466]], "atomic_forces_ev_per_a": [[-1.0, 0.5, 0.0], [0.9, -0.5, 0.0], [0.1, 1.2, -0.9], [-0.1, 0.0, 0.1], [0.5, -0.3, 0.0], [-0.2, 0.2, -0.1], [-0.5, -0.3, 0.4], [0.1, -0.7, 0.3], [0.1, 0.0, 0.3], [0.0, -1.2, -0.2], [0.2, 0.2, 0.3], [0.2, -0.1, 0.0], [0.2, 0.6, 0.2], [-0.3, 0.6, -0.1], [0.3, -0.1, 0.1], [-0.2, 0.1, 0.0], [-0.4, -0.1, -0.3]], "smiles": "C=CC.CC", "e_tot_ev": -5378.4485, "gap_ev": 10.7, "total_charge": 0}

{"formula": "C5H12BClN2O2", "method": "the ωB97M-V functional and the def2-TZVPD basis", "symbols": ["B", "C", "C", "C", "C", "C", "N", "N", "O", "O", "Cl", "H", "H", "H", "H", "H", "H", "H", "H", "H", "H", "H", "H"], "xyz": [[0.6078, 0.2132, -1.5479], [0.3251, -4.0362, 2.3275], [-0.1875, 1.1088, -2.7367], [1.2199, -0.4189, 1.3483], [-1.2417, -0.0739, 1.8949], [-0.1603, -0.0300, 0.8947], [-0.2528, -3.5291, 1.4479], [-0.3187, 0.3568, -0.3298], [1.9805, 0.7073, -1.2369], [-0.9817, -2.9591, 0.5113], [0.5880, -1.7430, -1.6709], [-0.1405, 2.1159, -2.1601], [-1.1671, 0.8122, -3.1444], [0.3529, 1.3999, -3.6764], [1.1836, -1.1498, 2.1820], [1.8602, 0.4897, 1.5729], [1.7523, -0.8912, 0.4386], [-1.5946, -1.1379, 2.0952], [-2.2286, 0.4509, 1.5442], [-0.8472, 0.3000, 2.8736], [-1.2968, 0.4301, -0.6406], [2.5184, -0.0942, -1.3625], [-0.7157, -3.1872, -0.4299]], "atomic_forces_ev_per_a": [[0.8, 1.4, -1.3], [-0.1, 0.2, -0.1], [1.7, 1.1, 0.4], [1.3, -0.4, -1.3], [-2.5, -0.2, 0.4], [1.1, 0.4, -0.5], [0.3, -0.5, -0.5], [-1.7, -0.7, 1.4], [-1.3, -1.5, -0.7], [-0.8, 0.1, -0.5], [0.4, -0.1, -1.1], [-0.9, -1.3, -1.0], [0.0, 0.2, 0.9], [0.1, -0.7, 0.9], [0.0, 0.7, -0.4], [-0.9, -1.0, 0.0], [-0.9, 0.6, 1.8], [0.8, 1.1, -0.3], [2.0, -0.6, 0.7], [-0.6, -0.1, -0.9], [0.4, 0.4, 0.5], [0.2, 0.7, 0.0], [0.5, 0.1, 1.4]], "e_tot_ev": -25652.2665, "gap_ev": 9.8, "total_charge": 0}

{"formula": "C5H12BFNO6PS", "method": "the ωB97M-V functional and the def2-TZVPD basis", "symbols": ["C", "B", "O", "C", "O", "S", "O", "O", "O", "C", "C", "C", "F", "P", "N", "O", "H", "H", "H", "H", "H", "H", "H", "H", "H", "H", "H", "H"], "xyz": [[-2.4830, -0.5757, 1.2424], [-1.9243, -0.8855, -0.1886], [-2.7859, -1.1151, -1.2209], [-0.3955, -1.0042, -0.6984], [0.2859, -2.0999, -0.0194], [0.9756, -1.5807, 1.3057], [0.1267, -1.7761, 2.4292], [2.3177, -2.0314, 1.3426], [0.9249, -0.0191, 0.9357], [0.5768, 0.1657, -0.4679], [-0.0712, 1.5451, -0.6758], [-0.6039, 2.2222, 0.5671], [0.8659, 2.4366, -1.2327], [2.0859, 0.0921, -1.6557], [3.2980, 0.6985, -0.6324], [2.3440, -1.5272, -1.5711], [-3.2404, 0.2144, 1.1777], [-2.9940, -1.4664, 1.6204], [-1.7418, -0.2759, 1.9778], [-3.7058, -0.9498, -0.9894], [-0.4420, -1.2355, -1.7640], [-0.8557, 1.4304, -1.4309], [-1.5088, 1.7397, 0.9288], [-0.8608, 3.2487, 0.3059], [0.1404, 2.2242, 1.3590], [3.1298, 0.6059, 0.3649], [3.4752, 1.6731, -0.8465], [3.0665, -1.7541, -2.1637]], "atomic_forces_ev_per_a": [[0.0, 0.1, 0.0], [0.0, 0.0, -0.1], [0.0, 0.3, 0.0], [-0.1, 0.2, -0.1], [-0.3, 0.0, 0.2], [0.0, 0.1, 0.0], [0.1, 0.0, 0.0], [0.0, 0.0, 0.1], [0.3, 0.0, -0.1], [-0.1, -0.1, -0.2], [0.0, 0.0, 0.2], [-0.2, 0.0, -0.1], [0.0, -0.2, 0.1], [0.1, 0.2, 0.1], [-0.4, 0.3, -0.1], [-0.1, 0.1, 0.0], [0.0, -0.1, 0.0], [0.0, 0.0, 0.0], [0.0, -0.1, 0.0], [-0.1, -0.2, 0.0], [0.2, -0.3, 0.0], [0.1, 0.0, 0.0], [0.1, -0.1, 0.0], [0.0, 0.0, 0.0], [0.0, 0.0, 0.0], [0.1, -0.2, 0.0], [0.1, -0.1, 0.0], [0.1, -0.1, -0.1]], "smiles": "CB(O)[C@@H]1OS(=O)(=O)O[C@@]1([C@@H](C)F)P(N)O", "e_tot_ev": -42674.2719, "gap_ev": 9.3, "total_charge": 0}

Calculated relative energy (zero: lowest compared OMol25 entry of this formula, charge and spin) in order - 34.4, 22.5, 0.0 kcal per mole